C38H48ClIN7OPS2Si | ωB97M-V with the def2-TZVPD basis set

Summary:
HOMO level	-0.29770	Eh
structure (SMILES)	CCN(CC)C(=S)SCCC[Si@@H](I)P(O)Cl.c1ccncc1.c1ccncc1.c1ccncc1.c1ccncc1.c1ccncc1.c1ccncc1
LUMO	0.3809	eV
calculated total energy	-112123.0299	eV
orbital gap	8.482	eV

Structure (XYZ):
```
100
C38H48ClIN7OPS2Si ωB97M-V with the def2-TZVPD basis set
C -0.237 -2.432 0.121
C 0.483 -1.376 -0.716
N -0.111 -0.040 -0.636
C 0.774 0.940 -1.326
C 0.101 2.161 -1.954
C -1.452 -0.014 -1.081
S -2.020 -0.680 -2.456
S -2.394 0.826 0.073
C -4.034 0.896 -0.671
C -4.780 -0.442 -0.731
C -5.265 -0.991 -2.092
Si -5.346 -0.081 -3.736
I -4.284 2.077 -4.152
P -4.741 -1.467 -5.487
O -3.646 -0.549 -6.280
Cl -3.483 -2.821 -4.559
H -1.183 -2.088 0.533
H 0.396 -2.729 0.952
H -0.424 -3.331 -0.464
H 0.560 -1.701 -1.759
H 1.508 -1.283 -0.357
H 1.515 1.264 -0.596
H 1.338 0.407 -2.095
H -0.892 2.366 -1.571
H 0.056 2.081 -3.037
H 0.694 3.050 -1.746
H -3.918 1.399 -1.624
H -4.543 1.590 -0.001
H -4.146 -1.195 -0.263
H -5.639 -0.370 -0.064
H -6.298 -1.328 -1.953
H -4.719 -1.909 -2.308
H -6.772 0.152 -4.063
H -2.761 -0.666 -5.911
C 5.831 1.298 -4.427
C 5.752 2.001 -3.235
C 4.893 1.535 -2.251
N 4.137 0.449 -2.386
C 4.222 -0.215 -3.536
C 5.050 0.165 -4.582
H 6.489 1.628 -5.220
H 6.341 2.892 -3.070
H 4.804 2.058 -1.304
H 3.594 -1.096 -3.619
H 5.078 -0.416 -5.494
C 2.312 -4.927 4.754
C 1.610 -3.748 4.947
C 1.736 -2.748 3.994
N 2.496 -2.853 2.907
C 3.162 -3.992 2.735
C 3.105 -5.054 3.626
H 2.240 -5.734 5.473
H 0.979 -3.603 5.815
H 1.200 -1.810 4.103
H 3.775 -4.049 1.840
H 3.669 -5.957 3.434
C 2.283 -0.681 9.504
C 1.373 -1.561 10.067
C 0.430 -2.155 9.241
N 0.347 -1.922 7.933
C 1.225 -1.072 7.408
C 2.210 -0.431 8.143
H 3.036 -0.200 10.114
H 1.392 -1.787 11.124
H -0.296 -2.851 9.644
H 1.134 -0.900 6.341
H 2.900 0.246 7.658
C -9.422 1.670 -0.402
C -9.190 2.193 0.860
C -7.922 2.675 1.153
N -6.912 2.663 0.288
C -7.151 2.161 -0.921
C -8.380 1.653 -1.315
H -10.397 1.284 -0.669
H -9.973 2.227 1.605
H -7.703 3.091 2.131
H -6.310 2.161 -1.606
H -8.511 1.257 -2.313
C 8.457 -3.343 0.789
C 7.664 -2.242 0.509
C 6.357 -2.457 0.095
N 5.822 -3.667 -0.049
C 6.595 -4.715 0.223
C 7.912 -4.609 0.644
H 9.481 -3.217 1.115
H 8.046 -1.236 0.607
H 5.703 -1.622 -0.133
H 6.133 -5.688 0.096
H 8.493 -5.497 0.852
C -1.045 7.539 -4.419
C -0.311 7.272 -3.275
C -0.360 5.991 -2.745
N -1.076 5.002 -3.273
C -1.776 5.274 -4.370
C -1.795 6.519 -4.981
H -1.034 8.526 -4.865
H 0.288 8.037 -2.801
H 0.202 5.742 -1.851
H -2.352 4.449 -4.778
H -2.383 6.681 -5.874
```

C34H30AsFN3O4ReS | ωB97M-V with the def2-TZVPD basis set

Summary:
HOMO level (alpha / beta)	-0.39186 / -0.40104	Eh
total charge	+1
energy relative to the best compared isomer or geometry (same formula, charge and spin)	34.7	kJ/mol
spin multiplicity	4
LUMO (alpha / beta)	-3.2994 / -4.7028	eV
calculated total energy	-124923.7189	eV
⟨S²⟩	3.774
orbital gap (alpha / beta)	7.364 / 6.210	eV

Structure (XYZ):
```
75
C34H30AsFN3O4ReS ωB97M-V with the def2-TZVPD basis set
Re 0.085 0.160 -0.033
O -1.995 0.230 -3.695
S -1.698 1.092 -2.597
O -2.571 1.103 -1.454
N -0.184 0.721 -1.989
C 0.795 0.400 -2.861
C 0.869 0.785 -4.197
C 1.940 0.362 -4.986
C 2.936 -0.447 -4.492
C 2.895 -0.875 -3.152
C 3.860 -1.722 -2.573
C 3.737 -2.080 -1.254
C 2.644 -1.608 -0.525
N 1.711 -0.829 -1.040
C 1.825 -0.438 -2.331
C -1.560 2.780 -3.171
C -1.104 3.749 -2.300
C -1.023 5.061 -2.739
C -1.402 5.385 -4.035
C -1.886 4.404 -4.888
C -1.968 3.090 -4.454
H 0.102 1.418 -4.613
H 1.986 0.695 -6.009
H 3.764 -0.767 -5.107
H 4.682 -2.081 -3.172
H 4.467 -2.708 -0.770
H 2.530 -1.880 0.518
H -0.829 3.473 -1.293
H -0.671 5.828 -2.067
H -1.346 6.410 -4.371
H -2.207 4.653 -5.887
H -2.355 2.301 -5.080
O -3.530 -1.651 0.027
C -2.579 -0.914 0.121
O -1.379 -1.159 -0.249
C -2.703 0.415 0.865
C -3.921 0.770 1.460
C -3.926 1.801 2.359
C -2.734 2.515 2.610
C -2.637 3.504 3.612
C -1.450 4.141 3.855
C -0.330 3.860 3.059
C -0.390 2.909 2.072
C -1.571 2.172 1.858
N -1.582 1.092 1.025
H -4.796 0.183 1.221
H -4.819 2.049 2.913
H -3.519 3.739 4.189
H -1.371 4.861 4.654
H 0.595 4.390 3.227
H 0.473 2.715 1.458
F 1.477 1.542 0.126
C 1.848 0.195 3.423
As 0.480 -0.723 2.347
C -1.070 -0.546 3.526
C 0.823 -2.655 2.679
C -0.336 -3.404 2.090
C -0.379 -3.631 0.718
C -1.475 -4.247 0.141
C -2.543 -4.639 0.930
C -2.499 -4.436 2.299
C -1.405 -3.816 2.878
H 2.811 0.180 2.910
H 1.947 -0.269 4.409
H 1.542 1.237 3.541
H -0.884 -1.068 4.467
H -1.947 -0.991 3.052
H -1.281 0.499 3.747
H 0.885 -2.790 3.767
H 1.764 -2.981 2.230
H 0.456 -3.320 0.100
H -1.506 -4.402 -0.925
H -3.408 -5.101 0.481
H -3.324 -4.753 2.918
H -1.374 -3.665 3.950
```

C6H12O2 | ωB97M-V with the def2-TZVPD basis set

Summary:
HOMO level (alpha / beta)	-0.32729 / -0.32726	Eh
energy relative to the best compared isomer or geometry (same formula, charge and spin)	316.9	kJ/mol
LUMO (alpha / beta)	-0.1266 / -0.1270	eV
calculated total energy	-10509.0229	eV
orbital gap (alpha / beta)	8.779 / 8.778	eV

Structure (XYZ):
```
20
C6H12O2 ωB97M-V with the def2-TZVPD basis set
C -0.270 -0.345 0.219
C 1.289 1.060 -1.354
C -0.978 0.887 0.794
C -0.046 -1.370 1.337
C -1.097 -0.954 -0.920
C 1.149 0.015 -0.315
O 1.040 2.309 -1.116
O 1.988 0.747 0.493
H 1.085 2.332 -0.115
H 1.645 0.879 -2.369
H 1.596 -0.916 -0.713
H -1.902 0.591 1.295
H -0.340 1.381 1.528
H -0.598 -1.826 -1.349
H 0.416 -2.281 0.948
H -0.997 -1.647 1.799
H 0.613 -0.954 2.099
H -1.255 1.602 0.015
H -1.266 -0.230 -1.722
H -2.073 -1.280 -0.555
```

C5H10O | ωB97M-V with the def2-TZVPD basis set

Summary:
HOMO level	-0.35993	Eh
energy relative to the best compared isomer or geometry (same formula, charge and spin)	200.8	kJ/mol
structure (SMILES)	COCC1CC1
LUMO	1.1683	eV
calculated total energy	-7392.6844	eV
orbital gap	10.962	eV

Structure (XYZ):
```
16
C5H10O ωB97M-V with the def2-TZVPD basis set
C 2.672 -0.134 0.114
O 1.493 0.269 -0.508
C 0.447 -0.082 0.345
C -0.828 0.570 -0.167
C -2.144 0.136 0.400
C -1.857 -0.126 -1.047
H 2.506 0.125 1.222
H 2.793 -1.231 0.082
H 3.495 0.342 -0.443
H 0.340 -1.182 0.397
H 0.876 0.182 1.411
H -0.713 1.630 -0.389
H -2.867 0.897 0.672
H -2.117 -0.721 1.067
H -1.699 -1.151 -1.375
H -2.397 0.477 -1.780
```

C52H126F6N6O10P | ωB97M-V with the def2-TZVPD basis set

Summary:
HOMO level	-0.40400	Eh
total charge	+3
energy relative to the best compared isomer or geometry (same formula, charge and spin)	0.0	kJ/mol
LUMO	-5.7758	eV
calculated total energy	-110949.3378	eV
orbital gap	5.218	eV

Structure (XYZ):
```
201
C52H126F6N6O10P ωB97M-V with the def2-TZVPD basis set
C -2.884 12.740 8.737
C -1.805 12.425 9.830
N -0.594 13.386 9.834
C 0.229 13.383 8.509
C -1.083 14.847 10.102
C -1.603 15.105 11.499
C 0.330 12.861 11.002
C 1.682 13.486 11.125
O 1.462 14.922 11.317
C 2.639 15.656 11.351
H -3.498 13.592 9.029
H -3.557 11.909 8.525
H -2.445 12.941 7.760
H -1.446 11.419 9.613
H -2.186 12.388 10.850
H -0.319 13.785 7.657
H 0.662 12.398 8.334
H 1.112 14.021 8.510
H -1.711 15.083 9.243
H -0.192 15.442 9.900
H -2.172 16.021 11.655
H -0.867 15.065 12.302
H -2.276 14.325 11.855
H 0.471 11.817 10.723
H -0.135 12.913 11.986
H 2.245 13.287 10.214
H 2.367 13.078 11.869
H 2.368 16.623 11.774
H 3.127 15.726 10.379
H 3.370 15.225 12.036
C -0.119 6.839 8.575
C -0.668 5.919 9.650
N -1.784 6.485 10.568
C -1.336 7.794 11.292
C -3.047 6.803 9.689
C -3.450 5.655 8.727
C -2.208 5.525 11.716
C -0.993 4.806 12.442
O -0.020 5.657 13.037
C 1.178 5.043 13.556
H 0.254 7.759 9.026
H -0.869 7.154 7.850
H 0.628 6.213 8.087
H 0.143 5.589 10.299
H -1.107 5.012 9.235
H -2.055 8.202 12.003
H -1.274 8.448 10.423
H -0.326 7.731 11.695
H -2.724 7.649 9.082
H -3.851 7.034 10.388
H -4.483 5.748 8.393
H -3.459 4.702 9.256
H -2.724 5.403 7.955
H -2.880 4.827 11.217
H -2.785 6.160 12.388
H -0.589 4.035 11.786
H -1.384 4.287 13.317
H 1.765 4.638 12.732
H 0.984 4.228 14.254
H 1.779 5.735 14.146
C 2.659 8.856 6.207
C 3.042 9.977 7.240
N 4.273 10.741 6.913
C 4.242 11.907 7.929
C 5.564 9.916 7.262
C 5.420 8.883 8.415
C 4.453 11.131 5.400
C 3.337 11.974 4.816
O 3.205 13.236 5.367
C 1.985 13.897 4.960
H 2.157 9.372 5.388
H 2.046 8.051 6.612
H 3.542 8.351 5.814
H 2.929 9.671 8.280
H 2.267 10.744 7.206
H 4.136 11.614 8.973
H 3.504 12.652 7.630
H 5.210 12.364 7.724
H 6.389 10.603 7.449
H 5.670 9.361 6.329
H 6.299 8.239 8.424
H 4.562 8.212 8.375
H 5.440 9.325 9.411
H 4.423 10.198 4.837
H 5.473 11.515 5.410
H 2.391 11.445 4.937
H 3.573 12.116 3.761
H 2.009 14.244 3.926
H 1.863 14.742 5.638
H 1.073 13.319 5.110
C 3.210 -0.961 8.178
C 2.863 0.330 9.063
N 1.669 1.161 8.544
C 1.939 1.588 7.057
C 0.298 0.364 8.445
C 0.012 -0.404 9.769
C 1.401 2.328 9.495
C 2.448 3.377 9.403
O 2.469 4.208 8.171
C 3.452 5.340 8.224
H 3.910 -1.510 8.808
H 3.766 -0.809 7.253
H 2.358 -1.569 7.874
H 3.793 0.897 9.070
H 2.732 0.039 10.106
H 1.106 2.148 6.631
H 2.105 0.662 6.507
H 2.846 2.193 7.055
H 0.354 -0.408 7.678
H -0.484 1.037 8.093
H -0.972 -0.849 9.918
H 0.132 0.053 10.751
H 0.529 -1.361 9.834
H 1.356 1.923 10.505
H 0.455 2.665 9.070
H 3.437 2.950 9.570
H 2.397 4.147 10.173
H 4.464 4.935 8.204
H 3.289 6.042 9.041
H 3.593 5.927 7.317
C 5.421 12.337 11.987
C 6.679 11.669 11.423
N 7.580 10.880 12.434
C 6.798 9.690 12.962
C 8.823 10.375 11.660
C 9.977 9.683 12.421
C 7.939 11.705 13.671
C 8.701 13.015 13.261
O 10.120 12.728 13.113
C 10.844 13.795 12.396
H 4.956 12.980 11.240
H 5.643 12.990 12.832
H 4.663 11.610 12.281
H 7.339 12.377 10.922
H 6.477 10.969 10.612
H 7.428 9.116 13.641
H 6.666 9.055 12.086
H 5.893 9.928 13.520
H 9.239 11.261 11.180
H 8.525 9.763 10.809
H 10.872 9.717 11.799
H 9.672 8.653 12.601
H 10.189 10.051 13.425
H 8.450 11.039 14.367
H 6.944 11.906 14.068
H 8.561 13.647 14.139
H 8.289 13.565 12.415
H 10.674 13.824 11.319
H 11.893 13.502 12.379
H 10.703 14.758 12.888
C -4.795 6.221 16.625
C -3.517 6.157 17.493
N -2.320 7.004 16.914
C -1.706 6.268 15.700
C -2.729 8.426 16.309
C -3.193 9.395 17.364
C -1.175 7.128 17.972
C 0.037 8.069 17.745
O 0.496 7.961 16.460
C 1.241 9.055 15.986
H -4.576 5.884 15.611
H -5.245 7.213 16.586
H -5.619 5.608 16.989
H -3.215 5.148 17.777
H -3.766 6.623 18.447
H -1.463 5.262 16.040
H -0.895 6.830 15.236
H -2.485 6.046 14.971
H -3.382 8.135 15.486
H -1.789 8.840 15.942
H -2.554 9.498 18.241
H -4.183 9.075 17.686
H -3.284 10.395 16.940
H -0.946 6.079 18.164
H -1.777 7.483 18.808
H 0.873 7.854 18.411
H -0.320 9.070 17.984
H 1.353 9.150 14.906
H 2.252 9.053 16.395
H 0.815 9.999 16.328
P 2.452 9.364 11.555
F 2.108 8.138 12.563
F 2.487 8.367 10.333
F 0.890 9.748 11.332
F 2.768 10.471 10.485
F 2.418 10.656 12.631
F 4.122 9.224 11.813
C -2.070 10.888 13.666
C -1.731 11.941 14.681
O -1.490 11.664 15.887
O -1.670 13.074 14.200
H -1.102 10.668 13.215
H -2.905 11.108 13.001
H -2.504 10.042 14.200
C 6.187 6.493 11.042
C 7.556 6.168 10.476
O 8.527 6.694 11.021
O 7.699 5.461 9.448
H 5.499 5.817 10.533
H 5.937 7.514 10.751
H 6.106 6.272 12.106
```